No. 1
ORCA calculation (wB97M-V/def2-TZVPD) on C28H23FN6O6PtS as an isolated structure.

Each line ends with the Löwdin spin population.
Element x y z (Å)
Pt -1.61 -0.67 2.24  1.17
C 4.05 2.25 -5.67  0.00
O 3.01 2.95 -5.01  0.04
C 1.77 2.38 -5.03  0.08
C 0.82 2.96 -4.18  -0.01
C -0.45 2.45 -4.11  0.08
C -0.82 1.33 -4.89  0.03
C 0.13 0.79 -5.76  0.09
C 1.42 1.30 -5.83  -0.01
N -2.04 0.70 -4.82  0.57
N -2.92 1.20 -3.98  0.52
C -3.02 0.88 -2.70  0.02
C -3.97 1.60 -1.92  0.13
C -4.11 1.44 -0.57  -0.02
C -3.29 0.54 0.14  0.15
O -3.40 0.34 1.41  0.33
C -2.33 -0.20 -0.60  0.06
N -1.55 -1.04 0.14  0.10
C -0.76 -1.89 -0.49  -0.01
C -0.68 -1.96 -1.88  0.05
C -1.40 -1.06 -2.64  -0.01
C -2.23 -0.13 -2.01  0.06
H 4.97 2.74 -5.38  0.00
H 3.95 2.30 -6.76  0.00
H 4.08 1.20 -5.36  0.00
H 1.11 3.81 -3.58  0.00
H -1.18 2.90 -3.45  0.01
H -0.16 -0.05 -6.38  0.00
H 2.13 0.85 -6.51  0.00
H -4.58 2.33 -2.45  0.01
H -4.84 2.01 -0.01  0.00
H -0.15 -2.54 0.13  0.00
H -0.04 -2.70 -2.34  0.00
H -1.33 -1.09 -3.71  0.00
S -2.04 1.41 3.68  0.35
C -1.42 0.33 4.86  0.04
C -1.19 0.58 6.22  0.01
C -0.66 -0.42 6.99  0.00
C -0.37 -1.67 6.42  0.00
C -0.64 -1.85 5.08  0.01
N -1.15 -0.88 4.32  0.07
H -1.42 1.56 6.62  0.00
H -0.46 -0.25 8.04  0.00
H 0.04 -2.47 7.00  0.00
H -0.45 -2.80 4.61  0.00
C -0.13 -3.99 2.35  0.01
H 0.05 -4.58 1.45  0.00
H -1.18 -3.69 2.40  0.01
H 0.16 -4.57 3.22  0.00
F 1.51 0.68 -1.33  0.00
C 1.54 0.67 0.00  0.00
C 2.03 -0.38 0.66  0.00
N 2.06 -0.42 2.04  0.00
C 2.67 -1.55 2.71  0.00
C 1.90 -2.86 2.68  0.00
O 2.41 -3.88 3.03  0.00
O 0.62 -2.76 2.29  0.04
C 1.63 0.65 2.81  0.00
O 1.69 0.66 4.02  0.00
N 1.13 1.71 2.08  0.00
C 0.99 1.83 0.70  0.00
O 0.50 2.80 0.18  0.00
H 2.43 -1.23 0.14  0.00
H 2.80 -1.29 3.76  0.00
H 3.66 -1.75 2.29  0.00
H 0.71 2.45 2.63  0.00

Calculated values
- HOMO (alpha / beta): -6.4 / -8.0 eV
- Expectation value of S²: 6.113
- Kohn-Sham gap (alpha / beta): 6.24 / 6.70 eV
- Spin multiplicity: 5
- Relative energy (zero: lowest compared OMol25 entry of this formula, charge and spin): 0.9 kcal per mole

***

No. 2
ORCA calculation (wB97M-V/def2-TZVPD) on C41H97Br10Cl4N6O8V as an isolated structure in a non-equilibrium geometry.

Each line ends with the Mulliken charge.
Element x y z (Å)
O 40.20 7.48 26.28  -0.67
V 39.52 6.89 25.00  1.48
O 40.42 5.59 24.61  -0.69
C 33.45 12.34 28.21  -1.74
C 33.46 10.77 28.18  1.25
C 32.21 10.30 28.91  -1.11
C 30.89 10.30 28.18  -0.80
C 30.92 9.65 26.79  -1.15
C 32.28 9.95 25.93  1.34
N 33.52 10.10 26.82  0.48
O 34.71 10.15 26.05  -0.61
C 31.96 11.33 25.18  -1.53
C 32.45 8.80 24.95  -1.60
C 34.75 10.33 29.03  -1.61
H 34.21 12.78 27.57  0.34
H 33.59 12.57 29.27  0.48
H 32.48 12.75 27.96  0.41
H 32.02 10.89 29.80  0.39
H 32.34 9.28 29.27  0.40
H 30.47 11.30 28.14  0.33
H 30.15 9.85 28.84  0.42
H 30.06 9.94 26.19  0.45
H 30.82 8.57 26.88  0.45
H 32.59 11.47 24.31  0.34
H 32.14 12.16 25.86  0.30
H 30.96 11.39 24.74  0.37
H 33.00 8.89 24.01  0.30
H 31.48 8.41 24.64  0.41
H 32.95 7.99 25.47  0.37
H 35.53 10.86 28.48  0.40
H 34.86 9.25 29.10  0.38
H 34.72 10.71 30.05  0.39
Br 30.97 17.94 33.05  -0.17
C 31.00 16.10 33.89  -0.51
C 32.31 16.01 34.68  -0.66
Br 32.44 14.35 35.80  -0.17
H 31.03 15.34 33.10  0.34
H 30.07 16.04 34.45  0.38
H 32.45 16.86 35.34  0.39
H 33.22 16.09 34.08  0.40
Br 41.24 14.17 29.67  -0.15
C 42.54 12.73 29.96  -0.46
C 43.29 13.04 31.23  -0.67
Br 44.88 11.87 31.57  -0.17
H 43.20 12.73 29.10  0.35
H 42.00 11.78 30.04  0.35
H 42.62 12.85 32.08  0.36
H 43.68 14.05 31.34  0.39
Br 22.71 6.52 27.75  -0.16
C 23.08 4.83 28.79  -0.56
C 24.40 4.20 28.29  -0.61
Br 24.86 2.48 29.25  -0.17
H 22.22 4.16 28.79  0.39
H 23.25 5.18 29.80  0.34
H 25.24 4.90 28.32  0.40
H 24.23 3.96 27.24  0.36
Br 29.67 11.51 18.40  -0.18
C 27.94 12.46 18.18  -0.61
C 27.00 12.10 19.34  -0.50
Br 25.21 12.08 18.53  -0.17
H 27.52 12.12 17.23  0.36
H 28.01 13.54 18.05  0.39
H 27.06 12.89 20.09  0.32
H 27.19 11.15 19.84  0.39
Br 28.76 17.13 25.55  -0.17
C 27.13 16.82 26.67  -0.58
C 26.33 15.60 26.02  -0.64
Br 24.51 15.37 26.89  -0.17
H 26.51 17.71 26.74  0.39
H 27.35 16.59 27.72  0.39
H 26.94 14.70 26.10  0.39
H 26.19 15.73 24.94  0.40
C 37.72 8.80 18.89  -1.31
C 38.71 8.42 20.01  0.24
C 39.60 9.59 20.51  -0.84
O 40.44 9.30 21.62  -0.25
C 41.25 10.41 22.02  -0.81
N 38.07 7.81 21.17  -0.54
H 37.08 7.94 18.68  0.35
H 38.20 9.27 18.04  0.36
H 37.08 9.56 19.34  0.34
H 39.47 7.77 19.58  0.26
H 38.98 10.43 20.84  0.37
H 40.22 10.04 19.73  0.41
H 42.01 10.67 21.29  0.32
H 41.67 10.15 22.99  0.26
H 40.78 11.36 22.29  0.33
H 37.44 8.51 21.54  0.26
H 37.43 7.05 20.96  0.26
C 29.95 4.91 14.74  -1.63
C 30.54 5.41 16.01  0.72
C 29.63 5.23 17.25  -0.77
O 28.52 6.08 17.39  -0.31
C 27.69 5.77 18.52  -0.73
N 31.79 4.66 16.16  -0.80
H 29.51 3.91 14.71  0.37
H 30.69 4.89 13.94  0.43
H 29.18 5.56 14.32  0.37
H 30.68 6.49 15.97  0.30
H 30.26 5.33 18.14  0.34
H 29.28 4.19 17.29  0.28
H 27.59 4.71 18.77  0.32
H 26.74 6.27 18.36  0.25
H 28.09 6.18 19.45  0.30
H 32.46 4.97 15.47  0.28
H 31.65 3.76 15.72  0.29
C 35.47 2.47 37.79  -1.46
C 36.07 2.59 36.38  0.56
C 36.41 4.06 35.99  -0.76
O 35.22 4.81 36.09  -0.26
C 35.40 6.10 35.58  -0.79
N 37.22 1.80 36.33  -0.74
H 35.07 1.48 38.04  0.42
H 34.56 3.07 37.85  0.37
H 36.10 2.79 38.61  0.34
H 35.32 2.23 35.68  0.23
H 36.83 4.18 34.99  0.35
H 37.12 4.51 36.68  0.34
H 35.48 6.00 34.50  0.30
H 36.32 6.62 35.87  0.31
H 34.52 6.73 35.73  0.26
H 37.18 1.32 35.44  0.28
H 37.05 0.96 36.86  0.27
C 22.86 15.40 34.02  -1.45
C 24.31 15.28 33.65  0.41
C 24.66 13.93 33.01  -0.80
O 24.30 12.83 33.91  -0.30
C 24.58 11.54 33.44  -0.68
N 24.70 16.37 32.82  -0.73
H 22.26 15.14 33.15  0.35
H 22.55 16.40 34.33  0.39
H 22.54 14.64 34.73  0.33
H 24.84 15.35 34.60  0.25
H 25.69 13.83 32.68  0.46
H 24.15 13.72 32.07  0.35
H 25.64 11.58 33.20  0.28
H 23.98 11.31 32.56  0.29
H 24.29 10.74 34.13  0.23
H 24.41 17.23 33.26  0.30
H 24.00 16.23 32.11  0.33
C 37.01 3.80 29.10  -1.50
C 35.82 3.61 28.14  0.29
C 34.50 3.60 28.95  -0.84
O 33.41 3.44 28.07  -0.31
C 32.21 3.53 28.79  -0.77
N 35.78 4.65 27.08  -0.61
H 37.04 4.71 29.69  0.32
H 37.94 3.67 28.55  0.33
H 37.08 3.06 29.89  0.40
H 35.84 2.74 27.49  0.41
H 34.50 4.56 29.47  0.37
H 34.54 2.86 29.75  0.50
H 32.03 2.61 29.34  0.29
H 31.33 3.78 28.20  0.29
H 32.23 4.44 29.39  0.31
H 35.27 4.15 26.36  0.33
H 35.07 5.28 27.42  0.19
C 29.68 5.48 35.21  -0.21
Cl 29.52 6.43 36.71  -0.15
Cl 28.09 5.22 34.44  -0.14
H 30.40 6.03 34.60  0.25
H 30.16 4.54 35.45  0.26
C 35.93 15.61 22.92  -0.18
Cl 37.63 16.06 23.12  -0.15
Cl 35.46 15.80 21.18  -0.15
H 35.94 14.55 23.17  0.22
H 35.38 16.29 23.58  0.26

Calculated values
- HOMO: -5.4 eV
- Kohn-Sham gap: 2.25 eV
- Spin multiplicity: 1

***

| no. | molar mass (g mol⁻¹) | E (eV) |
| --- | --- | --- |
| 1 | 785.7 | -67431.59593 |
| 2 | 1794.1 | -845598.64141 |